Record 1
# C38H46FNO7P4RhSi

A molecular structure, C38H46FNO7P4RhSi (wB97M-V/def2-TZVPD, the Open Molecules 2025 dataset).

```
99
Properties=species:S:1:pos:R:3:forces:R:3
C -4.853 -0.389 0.658 0.016 0.050 -0.007
H -1.911 3.676 5.709 0.002 0.000 -0.004
O 3.864 -2.134 1.564 -0.095 0.115 0.073
O 4.412 -1.059 3.687 -0.011 -0.004 0.063
C 1.626 -3.734 -4.019 0.059 0.008 -0.084
H -5.794 -0.013 0.277 0.005 -0.004 0.004
C -3.008 3.658 -0.786 0.041 0.013 -0.020
C -2.433 -1.319 1.629 -0.017 -0.135 -0.017
C 5.326 -0.935 -1.195 -0.005 -0.082 0.025
C 1.126 -2.807 -1.888 0.128 0.072 -0.233
C -1.524 1.793 4.757 0.005 0.001 -0.012
H 4.395 0.809 -3.514 0.004 0.043 0.007
H -3.786 1.336 0.036 -0.016 0.025 -0.003
H 5.503 -1.385 -0.217 0.029 0.011 -0.011
H -0.716 -3.153 4.723 0.009 0.069 -0.031
N 2.354 -0.906 -1.012 0.082 0.053 -0.011
C -3.583 4.890 -1.068 0.022 -0.025 0.014
C -2.826 4.724 -3.344 0.012 0.003 -0.033
H 4.212 -1.086 4.638 0.017 0.022 -0.055
C 3.291 -4.046 3.880 -0.007 0.006 -0.013
C 0.873 -3.745 -2.856 -0.007 0.009 0.059
H -4.262 -2.886 -3.994 0.005 0.000 0.000
H -1.750 4.966 3.605 0.001 -0.004 -0.001
O 2.309 -2.245 5.133 0.000 0.017 0.036
H 0.093 -4.473 -2.682 0.008 -0.002 -0.010
H -2.755 5.139 -4.340 0.000 0.000 0.005
H 3.533 2.309 0.086 -0.009 -0.002 0.011
C -3.702 0.375 0.530 -0.020 -0.025 0.032
H -5.687 -2.237 1.363 0.008 0.001 0.005
C -3.738 -2.066 -3.523 -0.001 0.000 0.000
H 1.544 1.522 0.545 0.004 0.046 0.004
C 2.388 -2.820 3.822 0.033 -0.013 -0.142
H 0.116 1.835 -3.133 0.010 -0.002 0.002
C 2.892 -1.850 -3.219 0.013 -0.031 -0.007
C 0.742 2.580 -1.152 0.000 -0.048 -0.007
C -2.248 3.497 -3.067 -0.034 -0.032 0.018
H 5.087 1.535 0.355 -0.005 0.017 0.010
C 3.742 1.207 -2.735 -0.005 -0.053 0.010
C -2.089 -1.268 -1.975 -0.002 0.002 -0.016
C 4.013 1.347 0.271 -0.045 -0.026 0.005
C -1.276 1.137 3.562 -0.005 -0.065 0.019
H -1.233 3.826 1.496 0.004 -0.001 0.016
H 1.404 -1.926 5.262 -0.002 0.011 -0.004
C 2.634 -2.773 -4.193 -0.027 -0.026 0.028
O 0.495 -4.739 3.192 -0.013 -0.016 0.011
C -2.743 -2.322 -2.587 -0.008 0.010 0.003
H 1.433 -4.467 -4.790 0.010 0.006 -0.003
H 3.674 -1.129 -3.393 -0.058 -0.020 0.035
C 0.110 1.538 -2.084 0.252 0.004 -0.017
H 3.218 -2.760 -5.103 -0.015 -0.022 -0.012
H -3.515 -3.063 2.239 -0.014 0.015 -0.011
H -3.066 3.265 0.221 -0.030 -0.022 -0.002
H -3.943 6.379 -2.564 0.000 -0.006 0.001
O 2.257 -0.353 2.493 -0.021 0.180 -0.033
Si 3.830 0.175 -1.161 -0.035 0.045 -0.002
H 6.191 -0.313 -1.436 0.030 -0.019 0.011
P 3.156 -1.494 2.840 0.153 -0.235 0.087
H 3.670 0.967 1.231 0.006 -0.018 0.031
H 1.779 2.763 -1.436 0.024 -0.004 -0.031
C -1.612 3.893 3.597 0.004 0.000 0.035
C -2.344 2.948 -1.785 -0.020 0.004 0.015
H 0.212 3.527 -1.269 0.032 0.022 0.000
C -1.328 3.242 2.405 -0.005 0.019 0.008
C -3.581 -2.093 1.760 0.035 0.020 0.000
C -4.793 -1.633 1.270 -0.004 -0.017 0.009
H -4.855 -0.560 -4.564 0.001 0.000 0.004
C 2.149 -1.801 -1.986 -0.121 -0.043 -0.045
C -3.495 5.419 -2.345 -0.009 0.031 -0.008
H 2.740 1.285 -3.158 -0.030 0.003 0.007
P 0.718 -3.290 3.129 -0.067 0.171 0.097
H -1.161 0.058 3.558 0.005 0.049 0.030
H -1.349 -1.463 -1.212 0.026 -0.034 0.055
H 2.827 -4.786 4.528 -0.008 0.004 0.002
C -4.075 -0.758 -3.842 -0.017 -0.021 -0.011
H 0.627 0.577 -1.973 -0.152 0.091 -0.141
H -1.730 2.963 -3.854 -0.001 0.000 -0.010
P -1.554 1.359 -1.429 -0.157 0.124 -0.088
H -4.095 5.434 -0.285 0.000 -0.004 -0.002
H 4.275 -3.784 4.272 -0.006 0.013 0.002
Rh 0.840 -0.698 0.803 0.262 -0.227 0.147
H -3.710 1.318 -3.464 -0.003 -0.015 0.002
C -1.703 3.169 4.777 -0.003 0.005 -0.009
H 3.306 -2.076 0.773 0.000 -0.057 -0.012
O 0.563 -2.545 1.814 0.225 -0.223 -0.106
O -0.254 -2.498 4.179 -0.027 -0.088 0.029
H -1.583 1.224 5.676 -0.003 0.004 -0.001
C 0.649 2.106 0.291 0.041 0.079 -0.066
H -1.503 -1.713 2.010 0.061 -0.008 -0.014
C -3.424 0.302 -3.227 -0.015 0.017 0.020
C -2.476 -0.082 1.002 0.066 0.183 -0.113
P -0.868 0.945 0.801 -0.507 -0.034 0.136
H 5.272 -1.735 -1.934 0.034 0.016 0.035
C -2.422 0.046 -2.296 -0.024 0.014 -0.057
H 4.093 2.215 -2.506 -0.012 0.017 -0.018
F 0.383 -2.841 -0.792 -0.141 0.029 0.251
H 3.409 -4.489 2.892 0.000 -0.002 0.010
H -2.498 -3.339 -2.312 -0.005 0.005 -0.010
H 0.666 2.939 0.988 -0.013 -0.031 0.052
C -1.168 1.859 2.374 0.069 -0.027 -0.026
```
Positions in Å, forces in eV/Å.

Calculated values
Charge: +1
HOMO level (alpha / beta): -9.9 / -10.7 eV
Multiplicity: 5

Record 2
# C38H46IN7O3

7 unconnected molecules or ions with the total composition C38H46IN7O3 in a non-equilibrium geometry (wB97M-V/def2-TZVPD, the Open Molecules 2025 dataset).

```
95
Properties=species:S:1:pos:R:3:forces:R:3
C 5.543 -2.751 2.895 0.383 0.188 -1.102
C 4.223 -4.700 2.369 1.033 -1.615 0.073
H -4.924 12.844 -2.643 0.001 0.009 0.000
N -4.829 8.990 -2.937 0.028 0.029 -0.036
C 3.220 -1.459 -1.503 0.066 0.133 0.111
C 2.289 -4.060 3.659 -0.771 0.340 -0.027
H -5.280 -5.365 4.129 -0.004 0.024 -0.006
C -1.947 -4.335 -0.734 0.086 0.008 0.194
H -0.056 0.196 -0.793 0.016 -0.034 0.046
C 0.393 6.550 -3.922 0.053 -0.021 0.083
C -1.303 -1.893 2.004 0.055 -0.329 -0.240
C -5.140 11.145 -3.939 -0.001 -0.003 0.004
N 4.772 -3.487 1.925 -1.147 -0.159 0.881
H 1.835 -2.520 1.614 0.417 0.133 -0.311
H -2.365 7.704 -6.245 -0.022 0.009 0.011
C 0.327 1.198 -0.648 -0.011 -0.046 -0.026
C -2.078 -4.615 -3.095 0.036 0.012 -0.028
H -0.301 -3.977 -2.061 -0.068 0.024 0.086
C 5.733 -0.471 3.929 -0.139 -0.424 -0.445
H -5.281 9.234 -4.920 -0.010 0.042 -0.030
H -1.636 -4.584 -4.083 -0.004 -0.005 -0.012
C -1.709 -5.834 5.298 0.125 0.044 0.023
C -2.310 -6.888 4.627 -0.011 0.009 0.002
H -0.664 2.049 -2.355 -0.013 0.006 0.000
C -1.333 -4.278 -1.977 -0.137 -0.043 -0.032
H -0.687 -5.914 5.654 0.009 -0.070 -0.015
H -4.426 11.423 -0.653 0.009 -0.014 0.018
C 0.916 -3.542 3.258 0.420 0.012 -0.153
O 4.907 -5.692 2.498 -0.673 0.970 0.117
C -4.261 -5.531 4.449 0.011 -0.005 0.009
H 3.645 -0.485 -1.290 -0.050 0.036 -0.043
C -5.094 9.760 -3.990 -0.010 -0.065 -0.057
C -4.597 9.603 -1.779 0.020 -0.089 0.068
C -1.722 7.320 -4.233 -0.133 0.041 0.098
N -0.770 6.918 -3.393 0.016 -0.036 -0.021
H 5.291 -2.992 3.916 0.070 -0.328 0.308
H -2.104 -1.964 1.285 -0.309 -0.032 -0.180
H 0.985 -1.467 2.791 0.316 0.369 -0.078
H -1.396 -4.080 0.166 0.069 0.013 -0.100
H -5.359 11.719 -4.829 -0.007 -0.010 -0.018
H 0.275 4.321 -1.928 -0.029 0.024 0.024
C 2.211 -3.936 -1.942 0.057 0.003 -0.076
H 6.801 -0.479 4.091 0.295 0.083 0.238
H 0.372 -3.193 4.127 -0.056 -0.201 0.435
H 4.384 -1.013 2.371 -0.395 -0.173 -0.136
H 1.148 6.227 -3.212 0.067 0.006 -0.056
C -1.556 7.370 -5.610 0.042 -0.008 0.015
H 1.458 0.705 1.114 -0.018 -0.106 0.011
H -1.767 -7.805 4.448 0.023 -0.002 0.012
N 1.683 2.687 0.651 0.004 -0.019 -0.011
H -4.382 8.952 -0.939 0.012 0.034 0.034
N -2.312 -4.674 5.548 0.015 0.012 -0.039
C -3.566 -4.540 5.125 -0.025 0.078 0.016
C -4.898 11.766 -2.725 0.001 0.055 0.008
C 2.388 -1.648 -2.596 0.027 -0.010 0.025
I 7.652 -3.246 2.660 0.081 -0.085 0.273
H 0.376 -4.383 2.841 -0.255 -0.174 -0.199
H -2.660 7.616 -3.776 -0.026 0.001 -0.047
C 0.662 6.563 -5.282 -0.003 -0.002 -0.003
H 1.215 -3.102 -3.653 0.010 0.008 -0.017
H -4.948 -5.300 -1.463 -0.018 -0.012 -0.054
C 1.172 1.481 0.414 0.034 0.004 0.027
C -3.917 -5.013 -1.639 -0.076 -0.015 0.023
H 6.056 -0.933 1.872 0.040 0.003 -0.458
C -3.400 -4.992 -2.925 -0.013 -0.002 0.004
C -0.007 2.227 -1.513 -0.019 0.001 -0.041
C 0.514 3.489 -1.281 -0.003 0.002 -0.032
H 1.629 6.253 -5.654 0.015 -0.005 0.015
H 5.375 0.542 3.851 0.023 0.415 -0.047
C 1.873 -2.914 -2.814 0.008 -0.013 -0.103
N -3.216 -4.694 -0.554 -0.042 -0.007 -0.038
H -4.034 -3.585 5.341 -0.048 -0.012 -0.020
H -1.572 -2.462 2.889 -0.142 -0.075 0.279
H -0.170 7.010 -7.212 0.003 0.000 -0.007
C -3.616 -6.730 4.195 -0.027 -0.026 -0.028
C -4.621 10.980 -1.619 -0.011 0.000 -0.019
H 5.234 -0.933 4.770 -0.062 -0.039 0.414
C -0.338 6.984 -6.143 -0.008 0.004 -0.059
C 1.351 3.663 -0.189 0.051 0.050 0.046
N 3.548 -2.428 -0.651 -0.181 -0.002 0.010
H 1.830 -4.939 -2.076 0.031 -0.025 0.023
O 2.868 -4.792 2.581 0.356 0.353 -0.606
H -4.122 -7.527 3.667 -0.005 -0.005 -0.012
C 3.050 -3.642 -0.882 0.058 -0.025 0.116
H 2.135 -4.746 4.480 0.310 -0.242 0.356
H 2.920 -3.240 3.983 0.365 0.192 0.037
H -1.161 -0.850 2.261 0.109 0.373 0.167
H 2.148 -0.824 -3.253 0.020 0.028 0.011
H 4.115 -2.898 1.431 -0.032 0.182 -0.175
O -0.153 -2.430 1.386 0.139 0.282 -0.188
H 1.782 4.635 0.028 -0.029 0.027 -0.033
C 5.399 -1.261 2.663 0.219 0.494 0.675
H 3.334 -4.413 -0.175 -0.018 -0.062 -0.057
H -4.018 -5.264 -3.769 -0.023 -0.005 0.004
C 0.970 -2.409 2.246 -0.570 -0.484 0.087
```
Positions in Å, forces in eV/Å.

Calculated values
SMILES: CC[C@H](I)NC(=O)OCCCOC.c1ccncc1.c1ccncc1.c1ccncc1.c1ccncc1.c1ccncc1.c1ccncc1
HOMO level: -8.9 eV
Multiplicity: 1

Record 3
# C38H46IrP2Si

A molecular structure, C38H46IrP2Si in a non-equilibrium geometry (wB97M-V/def2-TZVPD, the Open Molecules 2025 dataset).

```
88
Properties=species:S:1:pos:R:3:forces:R:3
Ir -0.409 -1.186 2.048 -0.915 -1.914 -0.111
C -2.094 -1.680 0.623 -0.613 0.132 0.109
H -0.380 1.076 0.733 0.380 -0.255 0.635
H -0.597 5.738 -5.551 -0.080 -0.174 0.202
H 4.622 0.512 -6.166 -0.016 0.191 0.379
C 4.118 2.226 -2.707 -0.338 -0.517 0.141
H -2.132 3.336 0.302 -0.145 -0.201 -0.001
H -1.735 -5.037 3.028 0.362 0.176 0.039
H 1.465 0.180 5.802 -0.162 0.151 -0.471
C 3.351 0.678 -4.424 0.234 0.087 0.257
H 2.594 -0.006 -4.817 0.345 0.181 0.070
H 0.999 -1.054 -3.530 -0.393 0.124 0.207
H 2.948 -1.088 2.409 0.265 0.015 0.114
Si -0.341 -0.801 4.374 1.078 0.323 3.649
C -4.180 2.687 0.464 -0.191 0.111 0.043
H -3.321 0.044 -2.255 -0.136 0.170 0.339
C -2.059 -0.110 4.832 -0.581 -0.120 -0.625
C 0.122 -3.374 1.493 0.744 -0.390 0.758
C 0.406 3.239 -3.488 0.295 -0.286 0.095
C -2.539 1.625 -0.984 -0.295 0.241 0.544
H -0.005 -4.190 -0.443 -0.427 -0.003 0.335
C 0.671 -0.275 -2.835 -2.249 0.241 0.228
H -1.508 -0.492 -2.925 0.361 0.100 -0.137
C 0.957 0.525 4.886 -0.172 -0.179 -0.541
C -0.243 0.764 1.790 0.685 2.258 -0.506
H -5.587 0.129 -1.295 0.257 0.328 0.080
C 2.676 -0.226 0.480 -0.260 -0.372 -0.511
C -0.800 2.932 -2.834 0.240 0.094 0.162
H -0.903 -2.572 6.110 0.145 -0.035 -0.115
C 5.455 1.876 -4.691 -0.442 -0.206 -0.028
H -2.507 0.529 4.062 0.068 -0.049 0.187
P 1.866 0.713 -1.942 1.744 0.366 -0.908
C -1.685 -3.953 3.221 0.095 -0.086 0.785
H 0.574 -1.701 6.537 -0.271 -0.057 -0.366
C 3.206 1.237 -3.142 -0.347 0.371 -0.097
H -3.248 -1.145 2.326 0.544 -0.103 -0.110
C -1.863 4.704 -4.133 0.259 -0.462 0.259
H -2.745 -0.945 5.016 0.096 0.134 -0.029
C 3.741 -1.363 -1.383 -0.236 0.017 0.212
H 1.203 -3.525 1.350 -0.381 0.475 0.196
H 5.085 -2.969 -0.859 -0.612 0.488 0.337
C -0.322 -3.437 2.832 0.806 -0.729 -0.652
C -2.568 -1.915 1.933 -1.269 0.220 -0.696
H 4.428 -2.956 1.553 -0.021 0.381 -0.132
H 6.362 2.070 -5.265 -0.314 0.007 0.133
H -6.178 1.844 0.420 0.366 -0.015 -0.136
H 3.943 2.728 -1.750 0.185 -0.164 -0.308
C 4.492 0.982 -5.187 -0.099 0.109 0.305
H -1.073 1.214 2.358 0.088 -0.052 0.084
H -3.726 -3.250 3.120 0.343 -0.073 -0.271
C -0.657 4.960 -4.792 0.015 -0.183 0.147
H -1.794 -3.868 4.314 -0.041 0.167 -0.424
H -2.478 -0.770 0.128 0.506 -0.251 0.434
H 3.960 -1.416 -2.447 -0.011 -0.084 0.170
H 1.428 4.386 -5.003 -0.319 -0.020 0.263
H 0.460 -3.594 3.589 -0.394 0.347 -0.510
C 5.238 2.531 -3.473 0.082 0.005 -0.044
C -0.708 -3.820 0.326 -0.176 -0.401 -0.759
H -1.372 -4.665 0.582 0.408 0.326 0.063
C -2.835 -3.303 2.473 -0.387 -0.151 -0.062
H -1.968 0.479 5.754 0.259 -0.175 -0.139
C 0.020 -2.150 5.696 -0.175 0.075 -0.209
H -3.091 -3.941 1.618 -0.172 0.188 0.194
C -4.828 0.831 -0.938 -0.276 0.063 -0.023
C -3.537 0.765 -1.463 0.090 -0.022 0.174
H 2.104 0.639 0.806 0.077 -0.358 0.136
H 0.699 1.202 2.176 -0.560 -0.058 -0.218
P -0.815 1.542 -1.555 -0.573 1.605 -1.861
H 5.953 3.278 -3.113 -0.294 -0.336 -0.166
H -0.821 -2.135 -0.962 -0.106 -0.032 -0.073
C 4.352 -2.232 -0.478 0.352 -0.414 -0.350
H -2.285 -3.096 -0.972 -0.069 0.045 0.049
H -2.909 3.481 -2.695 0.296 0.063 -0.108
C -0.641 0.060 -2.558 2.239 -1.004 -0.516
H 1.330 2.701 -3.245 -0.546 0.365 -0.122
C -1.507 -2.687 -0.313 0.063 -0.126 -0.479
H -2.749 5.289 -4.374 0.204 -0.192 0.070
C -1.947 3.681 -3.168 0.180 0.157 -0.118
H 1.703 0.698 4.097 -0.066 0.154 0.399
H 0.435 1.467 5.117 0.249 -0.189 -0.206
H 0.637 -2.971 5.321 -0.042 0.098 0.260
C 2.840 -0.408 -0.899 0.002 0.298 0.663
C -5.162 1.792 0.023 0.352 -0.170 -0.127
C 4.036 -2.188 0.882 -0.392 0.354 -0.065
C -2.883 2.618 -0.031 0.161 -0.582 -0.323
C 3.206 -1.159 1.359 0.349 -0.396 -0.029
C 0.485 4.212 -4.477 -0.410 0.024 0.051
H -4.438 3.452 1.201 0.101 -0.233 -0.275
```
Positions in Å, forces in eV/Å.

Calculated values
Charge: +2
HOMO level (alpha / beta): -12.1 / -13.7 eV
Multiplicity: 6